# C31H49ClP2Ru

A molecular structure, C31H49ClP2Ru at a distorted geometry (ωB97M-V/def2-TZVPD, the Open Molecules 2025 dataset).

**HOMO (alpha / beta)**: -8.74 / -9.16 eV
**E_tot**: -66609.945 eV
**<S²>**: 8.789

ORCA input file:
```
! wB97M-V def2-TZVPD RIJCOSX def2/J DEFGRID3
* xyz 1 6
Ru -0.92 -1.22 -4.69
Cl -2.65 5.78 -0.59
P 0.84 2.92 -1.04
P -1.93 2.56 -1.58
C 1.65 -3.84 -0.97
C 1.62 -1.65 0.42
C -1.74 2.91 2.06
C 0.92 -1.42 -5.29
C -1.31 -3.95 0.10
C 0.65 -0.04 -4.98
C -1.02 1.14 -6.52
C -2.40 3.56 1.00
C -1.17 3.95 -2.68
C 3.02 -1.23 0.21
C 1.54 4.00 0.30
C -1.19 3.64 3.11
C -2.17 4.94 0.84
C 1.02 -2.82 -0.11
C -1.86 0.04 -5.84
C -1.60 -1.34 -2.76
C -0.32 -2.88 0.36
C 0.77 -1.96 -6.69
C -0.66 -1.76 -7.32
C -1.53 5.67 1.85
C -1.17 5.05 3.06
C 0.85 0.30 1.93
C -0.56 -1.73 1.16
C 0.48 0.99 -6.09
C -3.29 2.24 -2.75
C -3.10 2.79 -0.12
C 0.29 4.23 -2.22
C 0.64 -0.97 1.20
C -1.78 -1.30 -6.43
C 2.31 2.15 -1.84
C -1.82 -1.38 1.85
H 1.99 4.90 -0.14
H 3.67 -1.55 1.04
H 0.39 1.15 1.40
H 1.92 0.53 2.05
H 1.50 -1.50 -7.37
H 1.10 0.75 -6.97
H -2.74 -1.83 -6.51
H -4.04 3.04 -2.65
H 0.37 5.21 -1.71
H -2.94 2.18 -3.78
H -3.33 1.76 0.22
H 0.82 1.95 -5.70
H 0.39 0.26 2.93
H -4.02 3.25 -0.54
H 0.73 4.32 0.98
H 2.29 3.46 0.89
H -1.62 -0.92 2.83
H -1.30 6.73 1.65
H -3.71 1.27 -2.44
H -1.78 4.86 -2.68
H -2.43 -0.67 1.28
H -2.69 -1.50 -2.75
H -1.10 1.11 -7.62
H 2.60 2.70 -2.75
H 0.98 -4.15 -1.77
H 2.57 -3.44 -1.41
H -2.33 -3.55 0.02
H 1.11 0.36 -4.05
H -1.73 1.82 2.09
H -1.40 2.12 -6.18
H -1.31 -4.70 0.91
H 0.98 4.23 -3.07
H -0.78 3.13 3.98
H 3.43 -1.66 -0.71
H -2.43 -2.28 2.01
H 2.03 1.12 -2.12
H -0.60 -1.11 -8.21
H -1.11 -2.20 -2.28
H -1.36 -0.45 -2.15
H -0.98 -2.75 -7.68
H -0.74 5.65 3.86
H 1.93 -4.74 -0.40
H 3.16 2.06 -1.15
H -1.16 3.54 -3.71
H 3.10 -0.13 0.15
H 0.98 -3.04 -6.70
H -1.07 -4.48 -0.83
H -2.85 0.41 -5.51
H 1.67 -1.89 -4.66
*
```

---

# C31H49IN2O4

3 unconnected molecules or ions with the total composition C31H49IN2O4 at a distorted geometry (ωB97M-V/def2-TZVPD, the Open Molecules 2025 dataset).

**Relative energy (zero: lowest compared OMol25 entry of this formula, charge and spin)**: 243.9 kcal per mole
**HOMO**: -8.35 eV
**E_tot**: -52201.579 eV
**Structure (SMILES)**: CCCCCCN(CCCN)[C@H](COCCCCI)CC(=O)OC(C)=O.c1ccccc1.c1ccccc1

ORCA input file:
```
! wB97M-V def2-TZVPD RIJCOSX def2/J DEFGRID3
* xyz 0 1
I -5.29 -0.62 1.93
O -0.41 -3.08 1.21
O -0.70 -0.76 -0.98
O 0.40 -4.90 2.66
O 0.32 -1.70 3.01
N 1.39 0.68 -0.27
N 5.37 2.43 -0.47
C -2.98 -1.49 -2.04
C -4.02 -4.66 -5.74
C 5.24 2.35 3.54
C -6.18 -4.00 -6.58
C 0.60 -2.11 1.74
C -3.06 3.30 0.96
C 5.54 1.16 4.20
C -0.52 2.81 1.84
C 0.56 -1.44 -1.37
C -4.33 -4.10 -4.50
C -4.10 -0.87 -1.02
C 1.95 -1.63 0.96
C -5.57 -3.49 -4.30
C -3.19 4.88 1.40
C 0.23 1.32 1.94
C 6.83 0.94 4.68
C 1.74 -0.75 -0.39
C -0.59 -4.03 2.35
C 4.37 1.38 -0.98
C 1.65 1.52 -1.48
C 7.51 3.11 3.85
C -1.49 2.97 0.52
C 7.82 1.91 4.51
C -4.95 -4.61 -6.78
C 6.22 3.32 3.36
C 3.12 2.21 -1.62
C 1.64 1.34 1.04
C -6.49 -3.43 -5.34
C -1.92 -4.05 3.32
C -3.59 -0.71 0.54
C -1.59 -0.56 -2.13
H 2.49 -2.64 0.61
H -0.46 0.52 1.40
H -2.58 5.15 2.39
H -3.26 2.65 1.94
H 4.78 0.41 4.34
H -2.92 -1.64 0.82
H 5.99 4.25 2.84
H 4.12 0.69 -0.06
H -1.45 2.06 -0.22
H 6.12 1.84 0.00
H 4.23 2.52 3.16
H -4.31 5.22 1.58
H -5.82 -3.06 -3.33
H 8.28 3.87 3.71
H 0.26 3.70 1.80
H -4.46 0.18 -1.45
H -2.86 -3.98 2.60
H -7.46 -2.95 -5.19
H -1.12 -0.81 -3.17
H -1.12 3.92 -0.10
H 0.89 -1.26 -2.47
H 1.81 2.51 0.83
H -4.70 -5.05 -7.74
H 4.88 0.68 -1.78
H 3.17 3.32 -1.20
H -3.45 -1.44 -3.14
H -2.76 5.57 0.56
H 0.50 -2.61 -1.19
H -6.90 -3.95 -7.39
H -2.62 -2.57 -1.77
H -1.89 0.59 -2.15
H 0.44 1.03 3.06
H -3.61 -4.15 -3.68
H 1.43 0.96 -2.51
H 3.35 2.31 -2.78
H -1.21 2.99 2.79
H -3.84 3.09 0.11
H 7.07 0.01 5.19
H 2.67 -1.17 1.77
H 4.87 2.87 0.37
H -1.94 -3.13 4.08
H 0.85 2.42 -1.46
H 8.82 1.74 4.88
H -2.99 0.30 0.68
H 2.58 1.00 1.65
H 2.73 -0.87 -1.04
H -3.05 -5.13 -5.89
H -5.05 -1.57 -1.01
H -2.02 -5.02 3.96
*
```

---

# C31H49N13O3

A molecular structure, C31H49N13O3 at a distorted geometry (ωB97M-V/def2-TZVPD, the Open Molecules 2025 dataset).

**Relative energy (zero: lowest compared OMol25 entry of this formula, charge and spin)**: 535.2 kcal per mole
**HOMO**: -7.05 eV
**E_tot**: -58433.005 eV

ORCA input file:
```
! wB97M-V def2-TZVPD RIJCOSX def2/J DEFGRID3
* xyz 0 1
O -1.86 4.42 0.88
O -0.10 1.37 -0.72
O -1.86 -1.17 -2.25
N -3.31 0.58 -2.30
N -0.37 -0.75 -0.69
N -1.22 2.31 0.74
N -1.58 2.00 -2.06
N -4.45 1.77 1.56
N 2.34 1.17 2.93
N 0.80 0.07 0.91
N 5.72 0.55 1.96
N -0.80 -5.26 -1.60
N -3.79 -1.19 -1.27
N 0.60 -0.21 -3.70
N 0.09 -2.17 2.63
N -0.16 3.70 -0.42
C 4.50 -1.21 1.27
C 0.14 1.54 2.96
C 0.73 2.56 2.24
C 3.46 -0.58 -1.52
C 2.42 0.54 -1.96
C -3.69 1.16 2.52
C -1.75 -4.72 -0.76
C -3.18 3.17 -3.17
C -0.25 -4.23 -2.33
C 1.18 0.73 3.47
C 0.15 0.28 -0.21
C -3.83 1.44 0.39
C 1.40 0.15 -2.94
C -1.10 3.54 0.42
C 0.85 -2.78 0.66
C -1.71 -3.31 -0.85
C -2.89 -0.58 -1.93
C -2.65 0.67 0.66
C -0.28 -2.73 1.45
C 1.43 -1.85 2.55
C -2.59 0.51 2.05
C 5.79 -0.80 1.62
C -2.60 2.89 -1.93
C 2.11 2.32 2.20
C -1.52 1.61 -3.37
C 3.62 -0.13 1.49
C 4.41 0.91 1.89
C 1.95 -2.25 1.32
C 2.75 -1.76 -0.83
C -0.79 -3.03 -1.81
C -2.40 2.43 -4.08
H 0.20 3.40 1.81
H -2.01 2.05 1.31
H -0.71 1.59 0.26
H 4.15 -2.21 1.04
H -2.01 0.19 -0.05
H -0.64 -6.23 -1.82
H 2.92 2.83 1.69
H 6.45 1.14 2.33
H 3.24 0.89 3.28
H -4.00 1.23 3.56
H -2.14 -2.51 -0.27
H -0.48 -1.55 -0.08
H 2.00 1.05 -1.09
H 1.88 -1.26 3.34
H -2.80 0.95 -3.09
H -0.98 -0.71 -1.49
H -0.52 -1.99 3.41
H 0.87 -3.18 -0.34
H 3.55 -2.41 -0.46
H 6.69 -1.38 1.76
H 2.13 -2.34 -1.52
H 0.47 -4.47 -3.10
H 2.54 -0.16 1.36
H 2.90 -1.98 0.89
H -0.78 0.89 -3.69
H -3.67 -2.18 -1.15
H -4.29 1.68 -0.56
H 0.49 2.96 -0.64
H -2.33 -5.37 -0.10
H 1.20 -0.10 4.16
H -4.64 -0.66 -1.16
H -2.77 3.28 -0.94
H 0.98 -0.83 1.34
H -1.31 -2.99 1.23
H -1.85 0.08 2.70
H 1.07 0.89 1.44
H 4.12 -0.14 -0.78
H -1.01 1.70 -1.28
H -0.14 4.60 -0.87
H -2.64 2.39 -5.13
H -5.36 2.18 1.73
H -0.90 1.53 3.23
H 2.96 1.38 -2.38
H 4.13 1.93 2.12
H 2.11 -1.48 0.01
H 4.05 -1.01 -2.34
H -0.54 -2.09 -2.26
H -4.24 0.92 -2.11
H -4.03 3.81 -3.35
*
```

---

# C31H49N2O2PSi4TeTi

A molecular structure, C31H49N2O2PSi4TeTi at a distorted geometry (ωB97M-V/def2-TZVPD, the Open Molecules 2025 dataset).

**Relative energy (zero: lowest compared OMol25 entry of this formula, charge and spin)**: 21.9 kcal per mole
**HOMO (alpha / beta)**: -9.84 / -9.85 eV
**E_tot**: -111220.700 eV
**<S²>**: 0.774

ORCA input file:
```
! wB97M-V def2-TZVPD RIJCOSX def2/J DEFGRID3
* xyz 1 2
Te -2.42 1.70 -0.04
Ti -0.31 0.19 -0.14
P -1.87 -1.63 -1.34
Si -0.38 4.21 -2.47
Si -2.60 5.38 0.60
Si -2.35 3.95 -1.24
Si -4.23 3.85 -2.61
O 0.91 -0.22 -1.41
O -0.28 1.00 2.74
N 0.39 0.79 1.57
N 1.34 0.87 -0.64
C 2.46 1.15 2.89
C 2.30 0.76 0.35
C -1.53 -4.48 -1.21
C -3.06 7.08 -0.02
C -3.69 -1.58 -1.21
C -1.49 -5.73 -1.82
C -1.47 -1.77 2.81
C -5.67 3.16 -1.64
C -4.37 -0.66 -1.99
C 0.04 -2.34 0.55
C -0.62 5.67 -3.60
C -3.91 4.71 1.75
C -1.65 -3.33 -1.99
C -1.72 -3.46 -3.38
C -4.65 5.54 -3.29
C -1.70 -4.71 -3.98
C -2.02 -1.56 1.55
C -3.82 2.69 -4.03
C 1.06 4.50 -1.32
C 0.59 -2.53 1.81
C -1.28 -1.88 0.40
C -0.98 5.45 1.54
C -1.58 -5.85 -3.20
C 1.73 0.90 1.61
C -6.47 -1.55 -1.24
C -0.18 -2.26 2.94
C -4.41 -2.51 -0.46
C -0.09 2.67 -3.48
C -5.76 -0.64 -2.01
C 3.76 0.68 0.03
C -5.79 -2.48 -0.47
H -0.97 6.56 -3.05
H -0.54 4.45 1.60
H -0.85 2.56 -4.26
H -5.95 3.83 -0.82
H 3.88 0.50 -1.04
H -1.56 -6.83 -3.66
H -4.01 5.36 2.62
H 0.89 2.70 -3.96
H -0.12 1.77 -2.86
H -5.42 2.19 -1.21
H -3.11 1.92 -3.72
H -1.15 5.82 2.55
H 3.52 0.97 2.76
H 0.24 -2.43 3.93
H 0.61 -2.61 -0.33
H 2.08 0.50 3.68
H -6.28 0.08 -2.62
H -0.26 6.11 1.05
H -6.54 3.04 -2.29
H 1.16 3.65 -0.63
H 2.34 2.19 3.21
H -2.34 7.43 -0.77
H -1.37 5.44 -4.37
H 1.60 -2.91 1.91
H -3.07 7.80 0.80
H 0.14 1.76 3.18
H -4.05 7.08 -0.49
H -4.92 6.24 -2.49
H -4.72 2.19 -4.40
H 4.25 1.62 0.29
H -3.89 -3.27 0.12
H 4.25 -0.12 0.58
H -7.55 -1.53 -1.24
H -4.89 4.64 1.26
H 0.93 5.41 -0.72
H -5.51 5.46 -3.97
H -3.81 5.96 -3.85
H -3.81 0.06 -2.58
H -6.35 -3.21 0.12
H -1.76 -4.79 -5.06
H -1.40 -6.62 -1.20
H -3.64 3.71 2.09
H 0.31 5.93 -4.11
H -1.81 -2.57 -4.00
H -3.38 3.24 -4.87
H -1.46 -4.42 -0.13
H -3.02 -1.19 1.45
H 1.99 4.59 -1.88
H -2.06 -1.56 3.69
*
```

---

# C31H50BeBrN4P3

A molecular structure, C31H50BeBrN4P3 at a distorted geometry (ωB97M-V/def2-TZVPD, the Open Molecules 2025 dataset).

**Relative energy (zero: lowest compared OMol25 entry of this formula, charge and spin)**: 91.3 kcal per mole
**HOMO (alpha / beta)**: -12.65 / -12.63 eV
**E_tot**: -137207.729 eV

ORCA input file:
```
! wB97M-V def2-TZVPD RIJCOSX def2/J DEFGRID3
* xyz 2 1
Br -1.23 -0.45 -0.05
P 0.56 1.45 1.57
P 2.14 -0.90 -1.47
P -2.29 -2.55 -4.05
N -0.93 7.30 -8.25
N 1.26 3.41 3.32
N -1.15 3.12 2.99
N 0.13 1.46 4.29
C -0.05 4.08 3.15
C 4.91 -0.66 -0.70
C -4.32 -3.30 -2.18
C 3.24 -0.26 -3.98
C -2.43 2.17 -2.99
C 2.90 -3.60 -0.76
C -1.24 4.94 -8.10
C -1.02 4.92 -6.71
C -1.12 3.63 -6.04
C -0.75 6.19 -6.11
C -1.19 6.13 -8.82
C -2.30 -0.79 -4.53
C -2.70 -0.73 -6.01
C -0.52 -2.88 -3.60
C -2.42 1.38 -1.83
C 0.01 2.45 -2.77
C -1.10 2.97 -4.89
C 2.88 -1.45 -3.07
C -1.17 2.18 4.13
C 0.37 0.53 3.19
C -0.12 -4.34 -3.90
C -0.73 7.33 -6.94
C 1.71 2.79 2.07
C 1.23 2.46 4.42
C -0.03 1.66 -1.62
C -1.17 2.57 -3.53
C 3.56 0.02 -0.70
C -1.05 2.41 1.71
C -1.22 1.03 -1.24
C -2.97 -2.59 -2.30
C 2.04 -2.40 -0.40
Be -1.60 2.01 -6.14
H -1.10 3.13 0.88
H 2.72 2.36 2.20
H 0.92 2.99 -3.00
H -1.89 -1.10 -6.65
H 3.23 0.24 0.33
H 1.30 -0.03 3.37
H 2.13 -2.10 -3.55
H 2.17 1.90 4.46
H -3.03 -1.56 -1.93
H -1.32 -0.35 -4.34
H -0.24 4.68 4.05
H 5.21 -1.02 -1.68
H 1.75 3.54 1.26
H -1.35 6.16 -9.89
H -1.89 1.71 1.60
H 2.55 0.59 -3.84
H 4.27 0.08 -3.81
H 2.85 -4.33 0.05
H 3.61 0.98 -1.23
H -2.24 -3.10 -1.65
H -4.28 -4.31 -2.61
H 0.86 1.47 -1.04
H 1.05 3.01 5.36
H 2.26 -2.05 0.62
H -0.58 -4.68 -4.84
H -3.04 -0.28 -3.90
H 3.96 -3.34 -0.89
H -3.35 0.96 -1.42
H 3.76 -2.07 -2.85
H -1.96 1.43 3.97
H -0.52 8.32 -6.55
H 0.09 -2.18 -4.20
H 3.17 -0.59 -5.03
H 2.55 -4.10 -1.67
H -2.91 0.31 -6.33
H -0.46 -0.19 3.10
H -1.34 2.75 5.06
H -4.60 -3.40 -1.13
H -3.36 2.28 -3.55
H -1.49 4.04 -8.66
H 0.97 -2.67 -0.41
H 5.67 0.06 -0.38
H 0.98 -4.43 -4.01
H -5.10 -2.74 -2.70
H -0.45 -5.02 -3.11
H -0.01 4.72 2.26
H -0.34 -2.65 -2.53
H 4.96 -1.49 0.01
H -3.60 -1.35 -6.17
H -0.56 6.35 -5.05
*
```

---

Copy entry 1 word for word.
# C31H49ClP2Ru

A molecular structure, C31H49ClP2Ru at a distorted geometry (ωB97M-V/def2-TZVPD, the Open Molecules 2025 dataset).

**HOMO (alpha / beta)**: -8.74 / -9.16 eV
**E_tot**: -66609.945 eV
**<S²>**: 8.789

ORCA input file:
```
! wB97M-V def2-TZVPD RIJCOSX def2/J DEFGRID3
* xyz 1 6
Ru -0.92 -1.22 -4.69
Cl -2.65 5.78 -0.59
P 0.84 2.92 -1.04
P -1.93 2.56 -1.58
C 1.65 -3.84 -0.97
C 1.62 -1.65 0.42
C -1.74 2.91 2.06
C 0.92 -1.42 -5.29
C -1.31 -3.95 0.10
C 0.65 -0.04 -4.98
C -1.02 1.14 -6.52
C -2.40 3.56 1.00
C -1.17 3.95 -2.68
C 3.02 -1.23 0.21
C 1.54 4.00 0.30
C -1.19 3.64 3.11
C -2.17 4.94 0.84
C 1.02 -2.82 -0.11
C -1.86 0.04 -5.84
C -1.60 -1.34 -2.76
C -0.32 -2.88 0.36
C 0.77 -1.96 -6.69
C -0.66 -1.76 -7.32
C -1.53 5.67 1.85
C -1.17 5.05 3.06
C 0.85 0.30 1.93
C -0.56 -1.73 1.16
C 0.48 0.99 -6.09
C -3.29 2.24 -2.75
C -3.10 2.79 -0.12
C 0.29 4.23 -2.22
C 0.64 -0.97 1.20
C -1.78 -1.30 -6.43
C 2.31 2.15 -1.84
C -1.82 -1.38 1.85
H 1.99 4.90 -0.14
H 3.67 -1.55 1.04
H 0.39 1.15 1.40
H 1.92 0.53 2.05
H 1.50 -1.50 -7.37
H 1.10 0.75 -6.97
H -2.74 -1.83 -6.51
H -4.04 3.04 -2.65
H 0.37 5.21 -1.71
H -2.94 2.18 -3.78
H -3.33 1.76 0.22
H 0.82 1.95 -5.70
H 0.39 0.26 2.93
H -4.02 3.25 -0.54
H 0.73 4.32 0.98
H 2.29 3.46 0.89
H -1.62 -0.92 2.83
H -1.30 6.73 1.65
H -3.71 1.27 -2.44
H -1.78 4.86 -2.68
H -2.43 -0.67 1.28
H -2.69 -1.50 -2.75
H -1.10 1.11 -7.62
H 2.60 2.70 -2.75
H 0.98 -4.15 -1.77
H 2.57 -3.44 -1.41
H -2.33 -3.55 0.02
H 1.11 0.36 -4.05
H -1.73 1.82 2.09
H -1.40 2.12 -6.18
H -1.31 -4.70 0.91
H 0.98 4.23 -3.07
H -0.78 3.13 3.98
H 3.43 -1.66 -0.71
H -2.43 -2.28 2.01
H 2.03 1.12 -2.12
H -0.60 -1.11 -8.21
H -1.11 -2.20 -2.28
H -1.36 -0.45 -2.15
H -0.98 -2.75 -7.68
H -0.74 5.65 3.86
H 1.93 -4.74 -0.40
H 3.16 2.06 -1.15
H -1.16 3.54 -3.71
H 3.10 -0.13 0.15
H 0.98 -3.04 -6.70
H -1.07 -4.48 -0.83
H -2.85 0.41 -5.51
H 1.67 -1.89 -4.66
*
```

---

Question: Number 2 is which compound?
Answer: C31H49IN2O4

---

Question: The highest E_tot belongs to which entry?
Answer: C31H49IN2O4